Molecular formula: C9H14O
Method: DFT, ωB97M-V/def2-TZVPD

Output
SMILES string = Cc1ccc(O)cc1.CC
LUMO level = 0.85 eV
ΔE to the lowest compared entry with this formula, charge and spin = 0.392 eV

Geometry as ORCA input:
```
! RIJCOSX wB97M-V def2-TZVPD def2/J DEFGRID3
* xyz 0 1
C 2.053 1.275 -0.533
C 0.544 1.331 -0.578
C -0.140 0.600 -1.543
C -1.526 0.535 -1.573
C -2.256 1.341 -0.721
O -3.619 1.392 -0.857
C -1.596 2.081 0.253
C -0.218 2.015 0.362
H 2.454 1.956 0.229
H 2.496 1.665 -1.446
H 2.343 0.291 -0.175
H 0.409 0.021 -2.270
H -2.044 -0.079 -2.292
H -4.035 1.586 -0.011
H -2.185 2.774 0.836
H 0.321 2.495 1.175
C 0.304 -2.962 1.508
C 1.480 -2.389 0.728
H 0.519 -2.892 2.571
H -0.609 -2.381 1.328
H -0.034 -3.982 1.278
H 1.317 -2.100 -0.312
H 1.727 -1.469 1.268
H 2.296 -3.103 0.774
*
```

Atomic partial charges in e from the natural (NBO) method, atoms 1 to 2: C -0.63; C -0.05


Molecular formula: C3H7NO
Method: DFT, ωB97M-V/def2-TZVPD

Output
LUMO level = 0.73 eV
ΔE to the lowest compared entry with this formula, charge and spin = 5.130 eV

Geometry as ORCA input:
```
! RIJCOSX wB97M-V def2-TZVPD def2/J DEFGRID3
* xyz 0 1
C -0.714 0.031 -0.660
C 0.308 -0.281 0.240
N -0.721 1.233 -1.439
C 1.540 -0.054 0.665
O -0.675 -1.088 1.442
H -0.571 -2.052 1.370
H -0.768 2.060 -0.858
H 0.063 1.324 -2.076
H -1.202 -0.806 -1.157
H -1.380 -0.499 0.830
H 1.815 -0.038 1.709
H 2.305 0.169 -0.067
*
```

Atomic partial charges in e from the natural (NBO) method, atoms 1 to 2: C -0.40; C 0.27


Molecular formula: C4H8N2
Method: DFT, ωB97M-V/def2-TZVPD

Output
SMILES string = C=C(C)C.N#N
LUMO level = 1.13 eV
ΔE to the lowest compared entry with this formula, charge and spin = 0.087 eV

Geometry as ORCA input:
```
! RIJCOSX wB97M-V def2-TZVPD def2/J DEFGRID3
* xyz 0 1
C -0.379 -0.848 -1.129
C -0.107 -0.168 -0.016
C -0.964 0.787 0.657
C 1.268 -0.372 0.585
H -1.436 -0.836 -1.421
H 0.307 -1.444 -1.752
H -1.924 1.053 0.325
H -1.095 0.465 1.683
H -0.431 1.680 0.843
H 1.771 -0.800 -0.267
H 1.345 -1.068 1.419
H 1.773 0.529 0.892
N 0.149 1.371 -4.274
N 0.732 0.441 -4.247
*
```

Atomic partial charges in e from the natural (NBO) method, atoms 1 to 2: C -0.43; C 0.03


Molecular formula: H6O3
Method: DFT, ωB97M-V/def2-TZVPD

Output
SMILES string = O.O.O
LUMO level = 0.32 eV
ΔE to the lowest compared entry with this formula, charge and spin = 0.470 eV

Geometry as ORCA input:
```
! RIJCOSX wB97M-V def2-TZVPD def2/J DEFGRID3
* xyz 0 1
O 2.206 -1.122 -0.712
H 1.253 -1.229 -0.660
H 2.459 -0.332 -0.220
O -1.204 1.611 0.134
H -1.651 1.705 0.955
H -0.386 1.947 0.441
O -0.594 -1.021 -0.118
H -1.245 -1.462 0.448
H -0.836 -0.093 -0.265
*
```

Atomic partial charges in e from the natural (NBO) method, atoms 1 to 2: O -0.97; H 0.50


Molecular formula: C26H32LuNO5S
Method: DFT, ωB97M-V/def2-TZVPD

Output
LUMO level = 0.50 eV
ΔE to the lowest compared entry with this formula, charge and spin = 0.766 eV

Geometry as ORCA input:
```
! RIJCOSX wB97M-V def2-TZVPD def2/J DEFGRID3
* xyz 0 1
O 1.776 4.780 -0.934
C 2.751 5.133 -2.006
C 2.739 6.624 -1.748
H 2.372 4.827 -2.993
H 3.747 4.705 -1.808
C 1.703 6.219 -0.678
H 2.365 7.187 -2.604
H 3.707 6.985 -1.392
C 0.348 6.823 -1.010
H 0.117 6.658 -2.073
H 0.396 7.914 -0.842
H -0.431 6.372 -0.378
C 2.176 6.503 0.732
H 3.172 6.071 0.903
H 1.467 6.074 1.452
H 2.225 7.587 0.893
Lu 0.352 1.084 0.128
C 0.618 -0.423 2.070
C 1.479 -1.033 1.102
C 2.552 -0.132 0.843
H 1.431 -2.061 0.737
C 2.370 1.029 1.668
C 1.168 0.847 2.425
H 0.772 1.513 3.192
H -0.265 -0.874 2.517
H 3.426 -0.368 0.233
H 3.097 1.833 1.810
C -2.053 1.391 0.163
C -1.483 2.341 1.070
C -0.698 3.262 0.307
H -1.695 2.392 2.142
C -0.807 2.892 -1.071
C -1.639 1.741 -1.156
H -1.991 1.299 -2.087
H -2.747 0.594 0.435
H -0.206 4.160 0.681
H -0.432 3.453 -1.924
O 1.629 1.617 -2.586
C 2.641 2.117 -1.700
C 3.993 1.579 -2.112
H 2.435 2.055 -0.597
H 2.631 3.178 -1.874
C 3.777 1.109 -3.565
H 4.287 0.782 -1.428
H 4.741 2.382 -2.059
C 2.268 1.242 -3.825
H 4.121 0.082 -3.696
H 4.359 1.751 -4.221
H 1.787 0.318 -4.147
H 2.035 2.040 -4.539
O -1.781 -1.552 0.739
C -1.244 -1.746 -0.369
N -0.373 -0.852 -0.972
S 0.052 -1.232 -2.549
O -0.552 -0.289 -3.453
O 1.480 -1.457 -2.614
C -0.832 -2.755 -2.475
C -0.935 -3.724 -3.475
C -1.610 -4.919 -3.159
C -2.184 -5.107 -1.885
C -2.115 -4.101 -0.918
C -1.426 -2.926 -1.234
H -0.499 -3.542 -4.451
H -1.685 -5.706 -3.915
H -2.688 -6.047 -1.669
H -2.572 -4.202 0.067
*
```

Atomic partial charges in e from the natural (NBO) method, atoms 1 to 2: O -0.56; C -0.08


Molecular formula: C38H72BrClCsF4N8O8PS
Method: DFT, ωB97M-V/def2-TZVPD

Output
LUMO level = -1.45 eV

Geometry as ORCA input:
```
! RIJCOSX wB97M-V def2-TZVPD def2/J DEFGRID3
* xyz 0 1
C -4.692 -5.665 -2.531
C -3.778 -4.360 -2.039
F -4.716 -3.583 -1.141
C -3.346 -3.375 -3.321
N -1.850 -2.997 -3.281
C -0.899 -4.137 -3.215
C -1.385 -5.404 -4.372
C -0.707 -5.206 -5.958
O -0.233 -6.340 -4.865
C -1.564 -1.651 -3.224
N -2.497 -0.426 -3.245
C -1.815 0.913 -3.113
N -0.367 0.383 -3.022
P 0.758 1.738 -2.815
S 0.595 2.374 -0.943
N -0.196 -1.013 -3.110
C 1.202 -1.544 -3.068
C 1.597 -2.358 -1.670
C 1.051 -1.638 -0.304
C 2.255 -0.588 0.179
C 3.489 -1.427 0.935
C 3.054 -1.885 2.476
C 2.985 -0.539 3.410
C 4.498 0.114 3.676
C 4.812 -0.144 5.276
C 4.070 1.014 6.177
C 4.877 1.102 7.602
C 5.612 2.598 7.742
N 4.827 3.483 8.710
C 4.805 3.321 10.219
C 3.791 4.534 10.722
C 3.319 5.346 9.359
C 4.045 4.603 8.050
H -5.426 -5.412 -3.406
H -5.377 -5.929 -1.592
H -4.014 -6.607 -2.713
H -2.881 -4.651 -1.352
H -3.658 -3.853 -4.370
H -4.069 -2.459 -3.207
H 0.178 -4.001 -3.615
H -0.893 -4.774 -2.234
H -2.554 -5.851 -4.291
H -0.784 -6.078 -6.737
H 0.411 -4.795 -5.903
H -2.209 2.016 -3.097
H 0.267 2.833 -3.632
H 2.151 1.432 -3.028
H 2.067 -0.740 -3.188
H 1.336 -2.227 -4.040
H 2.789 -2.302 -1.618
H 1.342 -3.499 -1.702
H 1.036 -2.481 0.536
H 0.001 -1.129 -0.390
H 2.747 -0.181 -0.827
H 1.831 0.280 0.845
H 4.502 -0.842 0.891
H 3.686 -2.455 0.362
H 2.094 -2.553 2.488
H 3.953 -2.554 2.872
H 2.477 -0.875 4.436
H 2.335 0.332 2.977
H 5.334 -0.381 3.024
H 4.424 1.285 3.519
H 4.423 -1.194 5.626
H 5.965 -0.083 5.504
H 4.064 2.031 5.574
H 2.945 0.765 6.433
H 5.714 0.262 7.693
H 4.107 0.989 8.495
H 5.641 3.156 6.704
H 6.717 2.475 8.168
H 5.395 2.513 10.831
H 3.477 4.754 11.846
H 2.626 6.287 9.268
H 3.985 4.872 6.912
O -1.065 -3.920 -8.487
H -1.501 -3.082 -8.268
H -0.903 -3.856 -9.440
C -3.395 -8.581 -7.554
C -3.268 -7.325 -8.391
O -3.527 -6.181 -7.591
H -4.398 -8.656 -7.123
H -3.202 -9.473 -8.158
H -2.689 -8.562 -6.718
H -3.989 -7.337 -9.213
H -2.263 -7.236 -8.816
H -2.875 -6.174 -6.869
Cl 6.373 3.240 12.027
Cs 6.231 3.626 14.748
C 0.432 7.160 10.241
O 1.036 6.809 11.246
N -0.872 6.831 9.935
C -1.516 7.289 8.722
C -1.622 6.002 10.855
H 0.909 7.794 9.475
H -2.395 7.882 8.990
H -1.824 6.419 8.135
H -0.837 7.903 8.123
H -1.670 6.502 11.827
H -1.103 5.046 10.976
H -2.634 5.826 10.480
Br 1.315 -4.724 -4.583
C -3.410 1.575 -6.557
C -4.701 1.754 -7.336
O -5.364 2.963 -6.936
C -4.923 4.118 -7.531
O -4.015 4.159 -8.356
C -5.746 5.314 -7.053
F -5.956 5.308 -5.705
F -6.982 5.350 -7.629
F -5.160 6.512 -7.337
H -3.603 1.612 -5.480
H -2.942 0.616 -6.800
H -2.699 2.375 -6.782
H -5.383 0.928 -7.111
H -4.525 1.741 -8.418
C -0.301 2.374 3.757
C 0.684 2.871 4.810
C 0.064 2.970 6.205
C -1.098 3.949 6.182
N -2.062 4.762 6.164
H -1.144 3.061 3.636
H 0.193 2.292 2.783
H -0.696 1.387 4.023
H 1.067 3.852 4.503
H 1.540 2.188 4.846
H 0.812 3.316 6.925
H -0.297 1.990 6.536
C -0.600 -2.641 -13.402
N -0.488 -2.544 -11.922
O -0.846 -3.526 -11.261
O -0.042 -1.486 -11.464
H -1.004 -3.622 -13.662
H -1.271 -1.847 -13.734
H 0.402 -2.515 -13.818
*
```

Atomic partial charges in e from the Mulliken method, atoms 1 to 2: C -1.08; C 0.61


no.,molecular weight (g mol⁻¹)
1,138.21
2,73.09
3,84.12
4,54.05
5,645.58
6,1156.34